# 1
{
  "formula": "C25H50BBeBrCsF2KLiN2NaO15P",
  "method": "ωB97M-V/def2-TZVPD",
  "total_charge": 1,
  "gap_ha": 0.0550,
  "max_force_ha_per_bohr": 0.1724,
  "e_homo_ev": -8.1,
  "e_tot_ev": -167747.626,
  "elements": ["Cs", "Br", "K", "P", "Na", "F", "F", "O", "O", "O", "O", "O", "O", "O", "O", "O", "O", "O", "O", "O", "O", "O", "N", "N", "C", "C", "C", "C", "C", "C", "C", "C", "C", "C", "C", "C", "C", "C", "C", "C", "C", "C", "C", "C", "C", "C", "C", "C", "C", "B", "Be", "Li", "H", "H", "H", "H", "H", "H", "H", "H", "H", "H", "H", "H", "H", "H", "H", "H", "H", "H", "H", "H", "H", "H", "H", "H", "H", "H", "H", "H", "H", "H", "H", "H", "H", "H", "H", "H", "H", "H", "H", "H", "H", "H", "H", "H", "H", "H", "H", "H", "H", "H"],
  "xyz": [[-3.90, -5.22, 0.25], [-4.60, 1.07, -1.74], [-2.97, -1.74, -2.88], [0.71, 1.16, -1.03], [-3.44, -3.06, 2.55], [2.20, 7.22, 0.77], [4.23, 6.78, -0.15], [9.00, 0.38, 0.23], [6.38, 0.48, -0.18], [-7.97, -0.94, 0.28], [-4.72, 2.70, 0.78], [0.22, 3.53, -2.42], [-6.58, -0.96, 2.03], [-5.90, -0.73, -0.06], [2.72, 5.02, 0.10], [0.09, -6.58, -0.16], [3.92, 4.03, 3.21], [-6.92, 2.58, 1.27], [-12.29, -3.41, 2.06], [2.62, 2.91, 0.85], [3.80, 5.92, 2.01], [2.87, -0.40, -0.24], [-12.19, -1.57, 0.72], [-10.26, -2.50, 1.58], [-0.08, 2.15, -2.47], [-3.79, 1.65, 0.74], [3.99, 0.42, -0.06], [-3.78, -1.53, -0.56], [9.61, -0.89, 0.14], [-0.09, 2.10, 0.33], [-5.78, 2.42, 1.63], [-1.59, -0.43, -1.46], [-11.62, -2.55, 1.49], [-0.05, -0.44, -1.68], [8.26, 0.59, 1.39], [1.69, 0.16, 0.30], [1.10, -6.94, -1.00], [1.07, -8.46, -1.27], [5.25, -0.31, -0.46], [3.61, 4.65, 2.20], [-2.17, -1.84, -0.84], [6.73, 0.52, 1.18], [8.68, -1.87, -0.54], [2.93, 4.05, 0.98], [-2.41, 2.14, 1.18], [-6.83, -0.88, 0.81], [1.42, 3.89, -3.05], [-1.50, -1.98, 0.54], [-1.54, 2.38, -0.05], [3.27, 6.27, 0.66], [2.88, 2.42, 3.49], [1.11, 7.28, -0.72], [-4.26, -0.95, -1.38], [-0.59, -2.55, 0.49], [1.98, 1.56, -1.53], [-2.20, -2.36, 1.29], [-2.04, 1.31, 1.78], [-1.95, 0.32, -0.79], [2.30, 3.70, -2.43], [5.32, -1.26, 0.07], [8.18, -1.36, -1.36], [-4.35, -2.43, -0.26], [9.92, -1.27, 1.11], [7.90, -2.17, 0.15], [-9.82, -3.20, 2.14], [-2.00, -2.74, -1.53], [1.98, 0.80, 1.13], [-3.63, 1.22, -0.38], [-11.66, -0.87, 0.25], [0.42, -1.32, -1.28], [-0.07, 1.57, 1.27], [8.51, 1.56, 1.79], [-1.71, 3.40, -0.36], [5.26, -0.48, -1.52], [3.95, 1.33, -0.64], [9.21, -2.75, -0.88], [1.08, -0.63, 0.75], [1.88, -8.75, -1.95], [1.38, 4.97, -3.18], [-1.89, 1.68, -0.79], [0.35, 1.75, -3.39], [6.31, -0.31, 1.74], [1.55, 3.46, -4.03], [0.16, -0.49, -2.74], [-2.05, -0.33, -2.49], [-5.52, 2.09, 2.64], [-1.15, 2.01, -2.59], [-13.19, -1.58, 0.63], [1.19, -9.02, -0.34], [8.50, -0.12, 2.17], [0.46, 3.00, 0.52], [6.30, 1.42, 1.62], [-1.27, -0.97, 0.86], [-9.70, -1.80, 1.12], [10.50, -0.81, -0.46], [4.11, 0.73, 0.97], [0.12, -8.76, -1.73], [-4.12, 0.81, 1.34], [-2.42, 2.99, 1.85], [1.08, -6.47, -2.01], [2.13, -6.72, -0.65], [-3.79, -0.86, 0.29]],
  "lowdin_charge": [1.064, 0.626, 0.949, 0.913, 0.638, 0.049, 0.223, -0.123, -0.123, 0.121, -0.056, -0.219, 0.057, -0.066, 0.218, -0.360, -0.009, 0.122, 0.015, 0.038, 0.280, -0.161, 0.147, 0.155, -0.334, -0.350, -0.238, -0.253, -0.268, -0.243, -0.292, -0.295, -0.686, -0.212, -0.185, -0.340, -0.557, -0.131, -0.191, -0.368, -0.447, -0.187, -0.062, -0.390, -0.142, -0.908, -0.115, -0.042, -0.245, -1.042, 0.419, 0.892, -0.114, 0.104, 0.066, -0.003, 0.104, 0.038, 0.074, 0.127, 0.075, 0.016, 0.112, 0.068, 0.094, 0.083, 0.025, -0.147, 0.092, 0.082, 0.077, 0.117, 0.131, 0.132, 0.113, 0.073, 0.078, 0.060, 0.078, 0.010, 0.092, 0.123, 0.093, 0.089, -0.002, 0.154, 0.084, 0.099, 0.058, 0.117, 0.078, 0.108, 0.088, 0.052, 0.114, 0.099, 0.052, 0.102, 0.129, 0.081, 0.086, 0.052]
}


# 2
{
  "formula": "C4H5BrF2O",
  "method": "ωB97M-V/def2-TZVPD",
  "gap_ha": [0.1397, 0.1495],
  "max_force_ha_per_bohr": 0.0851,
  "e_homo_ev": [-4.8, -8.1],
  "multiplicity": 3,
  "e_tot_ev": -81744.216,
  "elements": ["Br", "F", "F", "O", "C", "C", "C", "C", "H", "H", "H", "H", "H"],
  "xyz": [[1.27, 1.52, -1.97], [-1.50, 1.60, -1.31], [-1.15, 2.17, -3.36], [1.00, -1.04, -0.60], [0.04, -0.03, 1.59], [-0.92, 1.13, -2.41], [-0.15, -1.59, 1.74], [0.47, -0.99, 0.50], [0.59, -2.13, 2.33], [0.82, 0.70, 1.92], [-0.92, 0.51, 1.31], [1.52, 0.15, -1.32], [-1.08, -2.02, 1.58]],
  "lowdin_charge": [0.785, -0.010, -0.097, -0.077, -0.084, -0.293, -0.053, -0.432, 0.098, 0.106, 0.098, -0.110, 0.069]
}


# 3
{
  "formula": "C27H49F2NO2PtSi2",
  "method": "ωB97M-V/def2-TZVPD",
  "de_lowest_kj_mol": 0.0,
  "gap_ha": [0.1642, 0.2337],
  "max_force_ha_per_bohr": 0.0536,
  "e_homo_ev": [-4.0, -7.2],
  "multiplicity": 3,
  "e_tot_ev": -58810.811,
  "elements": ["Pt", "Si", "Si", "F", "F", "O", "O", "N", "C", "C", "C", "C", "C", "C", "C", "C", "C", "C", "C", "C", "C", "C", "C", "C", "C", "C", "C", "C", "C", "C", "C", "C", "C", "C", "C", "H", "H", "H", "H", "H", "H", "H", "H", "H", "H", "H", "H", "H", "H", "H", "H", "H", "H", "H", "H", "H", "H", "H", "H", "H", "H", "H", "H", "H", "H", "H", "H", "H", "H", "H", "H", "H", "H", "H", "H", "H", "H", "H", "H", "H", "H", "H", "H", "H"],
  "xyz": [[1.12, 1.26, 0.61], [4.22, 1.00, 1.59], [0.58, 1.12, -1.77], [-2.07, 2.52, 4.74], [-1.17, 6.09, 1.79], [-1.31, -2.62, -1.44], [-2.35, -0.62, -2.44], [0.50, 0.10, 2.25], [-1.04, 4.76, 2.10], [1.68, 2.59, -1.08], [-2.11, -1.20, -3.77], [-0.30, 3.94, 1.25], [2.99, 0.33, 0.31], [-0.76, -0.01, 4.27], [5.42, -0.38, 2.00], [-0.60, 0.11, -0.63], [-0.52, 2.08, -2.96], [-2.08, -2.83, -0.24], [-3.48, 0.32, -2.47], [1.56, -0.09, -2.78], [-0.64, 2.10, 2.83], [-0.35, -1.32, 4.46], [-0.31, 0.71, 3.15], [-0.05, -4.71, -1.00], [5.14, 2.42, 0.78], [-1.42, 2.98, 3.61], [-2.99, -2.39, -4.03], [-0.02, -3.29, -1.46], [-1.64, 4.31, 3.28], [3.41, 1.60, 3.18], [0.50, -1.91, 3.52], [0.90, -1.18, 2.40], [-4.32, 0.17, -1.23], [-3.39, -3.53, -0.56], [-0.09, 2.62, 1.64], [5.52, -1.08, 1.17], [2.85, -0.77, 0.36], [2.98, 0.75, 3.75], [0.10, 2.64, -3.68], [-4.01, -2.93, -1.24], [2.60, 2.32, 2.98], [0.69, -2.71, -0.85], [5.11, 2.36, -0.32], [-1.15, 2.83, -2.44], [-1.34, 0.64, 0.00], [-4.07, 0.05, -3.35], [-0.03, -4.78, 0.10], [4.18, 2.09, 3.80], [-2.32, -0.41, -4.53], [-1.17, 1.43, -3.55], [0.85, -2.93, 3.62], [0.30, -3.18, -2.50], [-2.25, 4.96, 3.90], [1.56, -1.59, 1.63], [-5.11, 0.92, -1.27], [0.98, -1.01, -2.98], [3.39, 0.57, -0.69], [-4.06, -2.10, -4.03], [-1.50, -3.42, 0.48], [-1.42, 0.51, 4.94], [0.13, 4.32, 0.33], [-1.51, -0.51, -1.60], [1.12, 3.44, -1.51], [-3.19, -4.51, -1.01], [2.49, -0.39, -2.29], [6.41, 0.05, 2.22], [-3.08, 1.33, -2.59], [-2.82, -3.18, -3.28], [-4.80, -0.82, -1.17], [-0.27, -0.80, -0.14], [4.74, 3.40, 1.08], [-2.77, -2.80, -5.03], [1.81, 2.93, 0.01], [-1.05, -1.45, -3.85], [6.20, 2.38, 1.09], [5.08, -0.94, 2.88], [-0.93, -5.26, -1.37], [0.85, -5.19, -1.38], [-2.27, -1.84, 0.20], [1.81, 0.38, -3.74], [-3.75, 0.36, -0.29], [-0.68, -1.87, 5.34], [2.70, 2.45, -1.49], [-3.93, -3.68, 0.39]],
  "lowdin_charge": [1.102, 0.407, 0.349, 0.023, 0.023, -0.246, -0.219, -0.085, -0.256, -0.298, -0.199, -0.056, -0.436, -0.010, -0.194, -0.232, -0.179, -0.253, -0.195, -0.159, -0.150, -0.081, -0.215, -0.078, -0.187, -0.188, -0.059, -0.246, 0.044, -0.201, -0.080, -0.142, -0.050, -0.065, -0.239, 0.026, -0.017, 0.028, 0.042, 0.057, 0.014, 0.111, 0.023, 0.046, 0.021, 0.123, 0.078, 0.035, 0.128, 0.008, 0.094, 0.114, 0.131, 0.089, 0.085, 0.011, -0.031, 0.083, 0.111, 0.100, 0.088, 0.096, 0.037, 0.076, 0.022, 0.021, 0.111, 0.071, 0.078, -0.003, 0.029, 0.092, 0.015, 0.113, 0.024, 0.026, 0.086, 0.083, 0.111, 0.042, 0.086, 0.103, 0.049, 0.086]
}